Entry 1:
Below is a molecular structure, C42H37BCrF6O5 in a non-equilibrium geometry, with properties calculated with the ωB97M-V functional and the def2-TZVPD basis.

Its spin multiplicity is 4. The charge is +3. The gap between HOMO and LUMO (alpha / beta) comes out at 5.960 / 4.683 eV.

```
92
Properties=species:S:1:pos:R:3:lowdin_charge:R:1
C 4.149 -2.263 2.336 0.02
C 2.745 -1.753 2.056 -0.44
C 2.520 -1.649 0.545 0.02
O 1.811 -2.655 2.620 0.18
B 0.654 -1.847 2.923 -0.78
C -0.507 -2.205 1.791 0.01
C -1.408 -1.227 1.419 0.08
C -2.399 -1.523 0.485 -0.05
C -3.425 -0.473 0.178 -0.50
F -3.936 -0.598 -1.081 0.15
F -4.481 -0.548 1.055 0.13
F -2.904 0.789 0.290 0.12
C -2.480 -2.767 -0.119 0.14
C -1.534 -3.719 0.233 -0.05
C -1.599 -5.083 -0.392 -0.50
F -0.362 -5.661 -0.479 0.14
F -2.388 -5.929 0.350 0.14
F -2.124 -5.049 -1.653 0.14
C -0.553 -3.451 1.188 0.11
C -0.032 -2.191 4.423 0.04
C -1.103 -1.258 4.757 -0.05
C -1.029 0.029 5.154 -0.05
C -2.273 0.751 5.504 -0.05
O 0.963 -0.442 2.886 0.08
C 2.370 -0.364 2.797 -0.47
C 2.975 -0.321 4.202 0.00
C 2.723 0.898 2.035 0.01
H 4.889 -1.546 1.963 0.11
H 4.309 -2.415 3.407 0.09
H 4.303 -3.216 1.818 0.11
H 3.324 -1.064 0.079 0.11
H 2.514 -2.655 0.107 0.11
H 1.555 -1.179 0.314 0.10
H -1.368 -0.232 1.854 0.14
H -3.247 -2.984 -0.852 0.16
H 0.165 -4.227 1.443 0.16
H -0.432 -3.204 4.293 0.14
H 0.792 -2.212 5.143 0.14
H -2.110 -1.683 4.697 0.15
H -0.092 0.560 5.245 0.11
H -2.063 1.697 5.998 0.05
H -2.870 0.966 4.607 0.10
H -2.920 0.154 6.160 0.11
H 4.063 -0.191 4.144 0.11
H 2.564 0.527 4.757 0.07
H 2.755 -1.242 4.759 0.09
H 3.807 0.968 1.892 0.11
H 2.223 0.911 1.062 0.09
H 2.387 1.767 2.611 0.09
O 3.632 0.901 8.120 0.19
C 3.258 1.965 8.427 -0.06
Cr 2.707 3.770 8.559 0.26
C 2.074 3.352 6.822 -0.10
O 1.746 2.990 5.769 0.16
C 4.332 4.197 7.679 -0.03
O 5.298 4.301 7.030 0.22
C 3.130 4.340 10.619 -0.05
C 2.081 3.410 10.617 -0.06
C 0.981 3.610 9.783 -0.06
C 0.875 4.769 8.984 -0.24
C -0.136 4.793 7.928 0.13
C -0.785 4.514 6.923 0.03
C -1.596 4.404 5.795 -0.03
C -1.109 5.124 4.614 -0.14
C -0.132 6.147 4.798 0.01
C 0.422 6.829 3.718 -0.02
C -0.047 6.585 2.417 0.00
C -1.078 5.659 2.226 -0.02
C -1.555 4.897 3.295 0.00
C -2.938 3.913 6.030 -0.17
C -3.342 3.667 7.382 0.01
C -4.525 2.996 7.669 -0.02
C -5.360 2.555 6.634 0.01
C -5.058 2.913 5.318 -0.03
C -3.928 3.681 5.038 0.01
C 1.937 5.703 9.009 -0.04
C 3.039 5.506 9.846 -0.06
H 4.016 4.160 11.227 0.16
H 2.132 2.508 11.228 0.16
H 0.200 2.849 9.675 0.16
H 0.174 6.413 5.813 0.11
H 1.213 7.566 3.890 0.13
H 0.381 7.129 1.571 0.13
H -1.506 5.522 1.232 0.13
H -2.272 4.106 3.096 0.10
H -2.721 4.050 8.200 0.12
H -4.801 2.823 8.713 0.13
H -6.257 1.979 6.856 0.14
H -5.717 2.616 4.500 0.13
H -3.837 4.134 4.056 0.11
H 1.894 6.553 8.318 0.16
H 3.840 6.248 9.868 0.16
```


Entry 2:
Below is 3 unconnected molecules or ions with the total composition C42H37F4N2O7 in a non-equilibrium geometry, with properties calculated with the ωB97M-V functional and the def2-TZVPD basis.

Its spin multiplicity is 2. The gap between HOMO and LUMO (alpha / beta) comes out at 8.314 / 8.312 eV.

```
92
Properties=species:S:1:pos:R:3:lowdin_charge:R:1
C 4.500 -3.868 3.021 -0.05
C 5.244 -2.565 3.760 -0.40
C 6.172 -3.256 4.969 -0.06
C 4.166 -1.598 4.519 -0.08
C 3.618 -0.324 3.650 -0.26
C 2.410 -0.659 2.594 -0.13
C 1.346 -1.804 3.080 -0.07
C 0.042 -1.906 2.041 -0.21
F -1.192 -2.058 2.895 -0.02
F 0.205 -3.065 1.130 0.01
F -0.168 -0.677 1.241 0.01
C 2.982 0.741 4.772 -0.19
O 3.498 1.948 5.036 0.02
N 1.759 0.351 5.629 0.10
C 0.690 1.337 5.198 -0.21
O 0.615 2.527 5.799 0.05
F -0.208 0.923 4.092 -0.01
C 4.838 0.348 2.758 -0.06
C 6.282 -0.428 2.901 -0.42
C 7.186 0.087 1.591 -0.06
C 7.158 -0.014 4.223 -0.05
N 6.082 -1.910 2.693 -0.13
O 7.284 -2.553 2.613 -0.03
H 5.227 -4.814 2.981 0.10
H 3.519 -4.162 3.589 0.08
H 4.341 -3.549 1.901 0.09
H 7.134 -2.639 5.216 0.08
H 5.486 -3.213 5.941 0.09
H 6.395 -4.389 4.774 0.09
H 3.332 -2.293 4.971 0.13
H 4.734 -1.137 5.462 0.13
H 1.873 0.383 2.365 0.14
H 2.821 -1.017 1.532 0.14
H 0.884 -1.646 4.143 0.12
H 1.869 -2.851 3.025 0.11
H 2.005 0.465 6.649 0.15
H 4.559 0.297 1.598 0.13
H 5.036 1.478 2.986 0.13
H 6.611 1.005 1.092 0.09
H 7.219 -0.743 0.734 0.10
H 8.256 0.455 1.892 0.09
H 8.304 -0.181 4.010 0.10
H 6.800 -0.485 5.231 0.07
H 7.027 1.166 4.350 0.11
C -9.051 1.145 -0.986 -0.06
C -9.310 0.777 0.334 -0.06
C -8.271 0.737 1.264 0.01
C -6.965 1.056 0.871 -0.08
C -6.702 1.401 -0.454 -0.08
C -7.750 1.456 -1.383 0.01
C -5.321 1.690 -0.891 -0.25
O -5.090 1.996 -2.054 0.05
C -4.223 1.597 0.091 -0.08
C -2.902 1.813 -0.323 0.02
C -1.858 1.740 0.603 -0.06
C -2.131 1.462 1.942 -0.06
C -3.445 1.241 2.355 0.02
C -4.492 1.299 1.426 -0.08
C -5.875 1.029 1.867 -0.28
O -6.115 0.780 3.042 0.10
H -9.863 1.184 -1.710 0.11
H -10.322 0.522 0.639 0.11
H -8.481 0.454 2.294 0.12
H -7.554 1.738 -2.416 0.12
H -2.681 2.034 -1.366 0.12
H -0.833 1.902 0.278 0.11
H -1.319 1.412 2.664 0.07
H -3.650 1.020 3.402 0.12
C 0.358 -1.302 -9.311 -0.06
C -0.161 -2.342 -8.540 -0.06
C -1.073 -2.067 -7.520 0.00
C -1.458 -0.746 -7.261 -0.09
C -0.920 0.296 -8.015 -0.09
C -0.018 0.016 -9.050 0.00
C -1.281 1.697 -7.718 -0.28
O -0.812 2.613 -8.382 0.09
C -2.209 1.979 -6.604 -0.09
C -2.514 3.306 -6.275 0.00
C -3.401 3.581 -5.232 -0.05
C -3.990 2.535 -4.522 -0.06
C -3.683 1.212 -4.845 0.02
C -2.783 0.934 -5.882 -0.09
C -2.437 -0.467 -6.191 -0.28
O -2.951 -1.387 -5.566 0.10
H 1.062 -1.517 -10.112 0.11
H 0.142 -3.368 -8.735 0.11
H -1.478 -2.885 -6.926 0.12
H 0.395 0.824 -9.652 0.12
H -2.061 4.129 -6.826 0.12
H -3.633 4.612 -4.974 0.11
H -4.687 2.749 -3.714 0.07
H -4.144 0.401 -4.283 0.12
```


Entry 3:
Below is a molecular structure, C42H37GeO in a non-equilibrium geometry, with properties calculated with the ωB97M-V functional and the def2-TZVPD basis.

The charge is +1. The gap between HOMO and LUMO comes out at 4.650 eV.

```
81
Properties=species:S:1:pos:R:3:lowdin_charge:R:1
C -2.285 -0.501 3.974 -0.06
C -1.218 -1.536 4.211 -0.44
C -1.561 -2.811 4.485 0.02
C 0.237 -1.139 4.091 -0.22
Ge 0.724 -0.956 2.195 0.98
C -0.697 -1.538 1.021 -0.29
C -1.439 -0.598 0.290 -0.10
C -2.485 -1.036 -0.534 -0.09
C -2.793 -2.399 -0.624 -0.09
C -2.051 -3.332 0.112 -0.08
C -1.004 -2.904 0.939 -0.11
C 1.117 0.882 1.759 -0.29
C 2.077 1.159 0.773 -0.09
C 2.370 2.490 0.449 -0.08
C 1.709 3.538 1.106 -0.09
C 0.750 3.252 2.088 -0.09
C 0.451 1.924 2.423 -0.12
C 2.299 -1.978 1.754 -0.30
C 2.399 -2.670 0.537 -0.10
C 3.575 -3.375 0.241 -0.08
C 4.641 -3.386 1.150 -0.08
C 4.537 -2.681 2.357 -0.08
C 3.369 -1.970 2.663 -0.11
H -1.872 0.475 3.686 0.06
H -2.967 -0.836 3.175 0.09
H -2.893 -0.355 4.882 0.06
H -0.792 -3.568 4.630 0.07
H -2.611 -3.093 4.537 0.06
H 0.453 -0.172 4.569 0.07
H 0.901 -1.913 4.497 0.07
H -1.196 0.467 0.360 0.10
H -3.057 -0.302 -1.108 0.10
H -3.611 -2.735 -1.269 0.10
H -2.280 -4.398 0.043 0.10
H -0.435 -3.633 1.526 0.11
H 2.593 0.339 0.262 0.10
H 3.118 2.705 -0.317 0.11
H 1.942 4.577 0.855 0.10
H 0.228 4.062 2.602 0.10
H -0.290 1.706 3.197 0.07
H 1.570 -2.656 -0.176 0.10
H 3.653 -3.915 -0.706 0.10
H 5.556 -3.940 0.916 0.11
H 5.367 -2.681 3.067 0.10
H 3.291 -1.405 3.597 0.10
C -6.681 -3.142 9.015 -0.04
O -6.666 -2.926 7.586 -0.05
C -6.008 -1.801 7.181 -0.21
C -6.170 -1.387 5.834 0.04
C -5.664 -0.173 5.419 -0.01
C -4.973 0.674 6.328 -0.16
C -4.642 2.045 6.048 0.05
C -3.618 2.797 6.749 -0.11
C -3.859 4.199 6.547 -0.09
C -3.066 5.152 7.177 0.02
C -1.994 4.712 7.966 -0.02
C -1.750 3.339 8.158 -0.04
C -2.553 2.372 7.546 0.00
C -5.014 4.327 5.666 -0.09
C -5.468 2.997 5.330 -0.09
C -6.624 2.828 4.571 0.02
C -7.285 3.968 4.100 -0.04
C -6.829 5.263 4.415 -0.02
C -5.706 5.450 5.232 0.02
C -4.751 0.201 7.644 0.01
C -5.246 -1.009 8.075 0.02
H -7.268 -4.045 9.181 0.10
H -5.655 -3.281 9.387 0.10
H -7.148 -2.281 9.517 0.11
H -6.748 -2.027 5.170 0.14
H -5.802 0.139 4.385 0.12
H -3.283 6.211 7.037 0.12
H -1.335 5.443 8.437 0.12
H -0.925 3.015 8.792 0.12
H -2.357 1.307 7.670 0.12
H -6.993 1.826 4.363 0.11
H -8.180 3.846 3.490 0.12
H -7.362 6.132 4.029 0.12
H -5.363 6.442 5.530 0.12
H -4.249 0.838 8.367 0.12
H -5.098 -1.302 9.117 0.12
```


Entry 4:
Below is a molecular structure, C42H37InN3P in a non-equilibrium geometry, with properties calculated with the ωB97M-V functional and the def2-TZVPD basis.

The charge is +2. The gap between HOMO and LUMO comes out at 6.370 eV.

```
84
Properties=species:S:1:pos:R:3:lowdin_charge:R:1
In -0.776 -0.488 -0.985 1.07
C -2.450 -3.327 -3.060 -0.01
C -1.068 -3.634 -2.595 -0.30
C -0.614 -4.953 -2.496 0.02
C 0.689 -5.191 -2.108 -0.01
C 1.547 -4.113 -1.934 0.01
C 1.044 -2.831 -2.099 -0.23
N -0.259 -2.611 -2.346 0.10
C 1.905 -1.638 -2.172 -0.18
C 3.256 -1.686 -2.518 0.04
C 3.919 -0.493 -2.747 0.00
C 3.233 0.709 -2.659 0.02
C 1.887 0.678 -2.299 -0.22
N 1.279 -0.475 -2.051 0.07
C 1.012 1.863 -2.257 -0.26
C 1.508 3.157 -2.207 0.02
C 0.612 4.218 -2.267 0.00
C -0.732 3.951 -2.421 0.02
C -1.169 2.622 -2.426 -0.31
C -2.611 2.286 -2.581 -0.01
N -0.308 1.621 -2.308 0.08
H -2.518 -3.525 -4.129 0.11
H -2.676 -2.275 -2.893 0.06
H -3.184 -3.961 -2.568 0.09
H -1.282 -5.769 -2.713 0.13
H 1.052 -6.197 -1.981 0.13
H 2.582 -4.273 -1.679 0.12
H 3.771 -2.621 -2.655 0.12
H 4.963 -0.502 -3.029 0.13
H 3.740 1.629 -2.898 0.13
H 2.563 3.338 -2.107 0.12
H 0.968 5.233 -2.205 0.13
H -1.454 4.746 -2.513 0.13
H -2.948 2.552 -3.584 0.11
H -3.212 2.848 -1.869 0.09
H -2.758 1.215 -2.433 0.05
C -2.787 -3.132 2.057 -0.03
C -3.133 -1.907 1.268 -0.29
C -3.162 -0.659 1.889 -0.03
C -3.642 0.457 1.223 -0.06
C -4.071 0.351 -0.091 -0.10
C -3.989 -0.873 -0.746 -0.11
C -3.529 -1.996 -0.063 -0.08
H -3.625 -3.388 2.703 0.10
H -1.923 -2.955 2.692 0.08
H -2.599 -3.985 1.409 0.08
H -2.875 -0.572 2.927 0.12
H -3.723 1.402 1.742 0.11
H -4.550 1.191 -0.574 0.11
H -4.394 -0.970 -1.748 0.12
H -3.562 -2.965 -0.544 0.11
C -2.140 2.823 4.082 -0.06
C -2.025 3.454 2.852 -0.07
C -1.180 2.934 1.887 -0.12
C -0.432 1.792 2.165 -0.39
C -0.538 1.168 3.402 -0.08
C -1.400 1.684 4.354 -0.06
P 0.711 1.235 0.868 1.10
C 2.235 2.134 1.311 -0.35
C 3.434 1.722 0.728 -0.12
C 4.616 2.361 1.050 -0.06
C 4.612 3.421 1.946 -0.05
C 3.420 3.845 2.510 -0.05
C 2.230 3.219 2.185 -0.06
C 1.076 -0.490 1.354 -0.42
C 2.113 -0.870 2.207 -0.06
C 2.331 -2.215 2.452 -0.04
C 1.503 -3.177 1.901 -0.04
C 0.446 -2.809 1.069 -0.11
C 0.304 -1.477 0.803 -0.22
H -2.797 3.229 4.834 0.11
H -2.591 4.351 2.650 0.11
H -1.075 3.420 0.924 0.10
H 0.064 0.297 3.626 0.11
H -1.482 1.204 5.315 0.12
H 3.439 0.882 0.044 0.09
H 5.544 2.035 0.609 0.11
H 5.536 3.913 2.205 0.12
H 3.416 4.666 3.210 0.12
H 1.305 3.559 2.627 0.10
H 2.739 -0.114 2.661 0.12
H 3.159 -2.513 3.078 0.12
H 1.678 -4.223 2.096 0.12
H -0.203 -3.560 0.646 0.11
```


Entry 5:
Below is a molecular structure, C42H37IrN2P3 in a non-equilibrium geometry, with properties calculated with the ωB97M-V functional and the def2-TZVPD basis.

The charge is +3. The gap between HOMO and LUMO comes out at 6.764 eV.

```
85
Properties=species:S:1:pos:R:3:lowdin_charge:R:1
Ir 0.373 0.626 0.337 0.77
N -2.372 1.088 -0.445 -0.28
P -1.022 0.933 -1.495 0.84
C -1.508 -0.326 -2.670 -0.34
C -2.803 -0.268 -3.194 -0.08
C -3.202 -1.193 -4.144 -0.04
C -2.308 -2.161 -4.590 -0.03
C -1.019 -2.212 -4.082 -0.04
C -0.618 -1.297 -3.119 -0.09
C -0.766 2.504 -2.286 -0.36
C -1.749 3.494 -2.248 -0.09
C -1.554 4.665 -2.965 -0.04
C -0.389 4.850 -3.699 -0.02
C 0.599 3.872 -3.716 -0.04
C 0.415 2.697 -3.010 -0.08
P -1.748 0.633 1.040 0.82
C -2.935 -0.515 1.665 -0.34
C -4.101 0.042 2.205 -0.06
C -5.121 -0.811 2.594 -0.03
C -4.969 -2.186 2.465 -0.02
C -3.808 -2.728 1.927 -0.03
C -2.780 -1.893 1.524 -0.07
C -1.413 2.045 2.057 -0.39
C -1.234 1.837 3.435 -0.08
C -0.868 2.901 4.237 -0.04
C -0.655 4.160 3.670 -0.02
C -0.815 4.363 2.306 -0.03
C -1.189 3.306 1.485 -0.07
H -3.290 0.766 -0.731 0.09
H -3.504 0.508 -2.903 0.11
H -4.206 -1.155 -4.545 0.13
H -2.620 -2.872 -5.344 0.13
H -0.327 -2.966 -4.431 0.12
H 0.386 -1.360 -2.718 0.07
H -2.657 3.357 -1.675 0.11
H -2.313 5.436 -2.952 0.12
H -0.252 5.761 -4.266 0.13
H 1.507 4.028 -4.284 0.12
H 1.183 1.931 -3.037 0.08
H -4.217 1.114 2.322 0.12
H -6.033 -0.401 3.006 0.13
H -5.765 -2.843 2.791 0.13
H -3.707 -3.800 1.822 0.12
H -1.878 -2.305 1.093 0.06
H -1.408 0.861 3.874 0.12
H -0.762 2.761 5.305 0.13
H -0.375 4.991 4.306 0.13
H -0.671 5.348 1.883 0.13
H -1.339 3.477 0.427 0.08
N 1.775 1.209 1.860 -0.02
C 2.218 0.085 2.710 -0.29
C 2.497 0.217 4.048 0.01
C 2.897 -0.927 4.745 -0.01
C 3.005 -2.153 4.108 -0.02
C 2.699 -2.274 2.755 -0.03
C 2.300 -1.145 2.053 -0.31
P 1.795 -1.121 0.332 0.96
C 3.094 -0.367 -0.633 -0.37
C 4.376 -0.256 -0.073 -0.06
C 5.385 0.362 -0.791 -0.02
C 5.126 0.885 -2.054 -0.01
C 3.858 0.784 -2.613 -0.04
C 2.839 0.167 -1.906 -0.11
C 1.321 -2.740 -0.177 -0.36
C 1.999 -3.369 -1.226 -0.06
C 1.633 -4.654 -1.598 -0.03
C 0.593 -5.294 -0.939 -0.02
C -0.081 -4.668 0.107 -0.03
C 0.275 -3.389 0.487 -0.10
H 1.419 1.982 2.423 0.10
H 2.579 1.567 1.335 0.12
H 2.428 1.175 4.550 0.13
H 3.125 -0.848 5.799 0.13
H 3.310 -3.027 4.667 0.13
H 2.756 -3.237 2.263 0.13
H 4.590 -0.674 0.903 0.12
H 6.379 0.435 -0.369 0.13
H 5.921 1.370 -2.606 0.13
H 3.670 1.177 -3.603 0.12
H 1.856 0.077 -2.350 0.06
H 2.815 -2.870 -1.734 0.12
H 2.164 -5.158 -2.394 0.13
H 0.305 -6.293 -1.239 0.13
H -0.877 -5.188 0.623 0.12
H -0.235 -2.903 1.310 0.09
```